1.
The ion C4H5N2O2S with charge -1 in a non-equilibrium geometry, computed with wB97M-V/def2-TZVPD.

```
14
Properties=species:S:1:pos:R:3
C -1.6993 -0.3383 0.4607
C 0.5002 0.0771 -0.3620
C -1.2195 1.8192 -0.4142
C 2.1440 -1.9195 0.1194
N -2.1210 0.7839 -0.1834
N 0.1318 1.4782 -0.3888
O -2.3705 -1.2875 0.8126
O -1.5741 2.9505 -0.6768
S 1.7743 -0.2026 0.7783
H 2.5207 -2.4514 1.1108
H 2.9174 -1.8068 -0.6836
H 1.2187 -2.1382 -0.2795
H -3.0949 0.9442 -0.2046
H 0.8722 2.0911 -0.0889
```

Values from the calculation:
DFT total energy: -813.54296 hartree
Molar mass: 145.16 g/mol
Relative energy (zero: lowest compared OMol25 entry of this formula, charge and spin): 88.2 kcal/mol
Spin multiplicity: 1
Net charge: -1
E_HOMO (spin up / spin down): -1.994 / -1.997 eV
Orbital gap (spin up / spin down): 5.387 / 5.390 eV

2.
A cluster of 2 separate species, C4H5N2O3 in total in a non-equilibrium geometry, computed with wB97M-V/def2-TZVPD.

```
14
Properties=species:S:1:pos:R:3
C -1.4427 1.3756 -0.7599
C -0.9691 2.3810 0.2076
C 0.1034 -1.2080 0.7735
C 1.3144 -0.7752 0.0822
N -1.4429 0.7061 -1.7440
N 0.0787 -2.2442 1.4608
O 0.2706 2.2892 0.1947
O -1.6994 2.9558 0.9753
O -1.3444 -0.1249 -2.6203
H -0.7865 -0.5719 0.6454
H 1.6151 0.2215 0.2250
H 1.1943 -0.8799 -1.0236
H 2.1789 -1.2940 0.2908
H 0.9295 -2.8312 1.2924
```

Values from the calculation:
DFT total energy: -490.60638 hartree
Molar mass: 129.09 g/mol
Relative energy (zero: lowest compared OMol25 entry of this formula, charge and spin): 55.6 kcal/mol
Spin multiplicity: 1
Net charge: -1
E_HOMO: -4.853 eV
Orbital gap: 8.701 eV

3.
The ion C4H5N2OS with charge +1 in a non-equilibrium geometry, computed with wB97M-V/def2-TZVPD.

```
13
Properties=species:S:1:pos:R:3
C -0.1913 -0.5436 1.2622
C -0.0036 -1.8210 1.7875
C 0.1444 -0.4705 -0.2825
C -2.2515 -0.0055 0.4491
N -1.5568 -0.1569 1.4860
N 1.1136 0.3549 -0.8235
O 0.2558 -2.9025 1.9602
S -1.5755 -0.1048 -1.0897
H 0.3383 0.2156 1.8896
H 0.3197 -1.4636 -0.5784
H -3.1143 0.4732 0.6079
H 2.0809 0.0572 -0.7491
H 1.0449 1.2525 -0.5829
```

Values from the calculation:
DFT total energy: -738.00102 hartree
Molar mass: 129.16 g/mol
Relative energy (zero: lowest compared OMol25 entry of this formula, charge and spin): 60.8 kcal/mol
Spin multiplicity: 1
Net charge: +1
E_HOMO: -13.958 eV
Orbital gap: 8.168 eV

4.
The molecule C4H5N2P in a non-equilibrium geometry, computed with wB97M-V/def2-TZVPD.

```
12
Properties=species:S:1:pos:R:3
C -1.8573 -0.3121 -0.5095
C -0.0445 1.4633 -0.3730
C 1.2881 -1.4539 0.7308
C -0.9932 0.4221 0.2047
N -2.6570 -0.9285 -1.0430
N 1.0353 0.7521 -0.9720
P 1.9525 -0.4459 -0.5969
H -0.4931 2.1316 -1.1499
H 0.3559 2.0451 0.3707
H 1.8597 -1.8887 1.5117
H 0.4188 -2.0886 0.5215
H -0.8652 0.3035 1.3049
```

Values from the calculation:
DFT total energy: -606.10889 hartree
Molar mass: 112.07 g/mol
Relative energy (zero: lowest compared OMol25 entry of this formula, charge and spin): 89.6 kcal/mol
Spin multiplicity: 1
E_HOMO (spin up / spin down): -9.185 / -9.006 eV
Orbital gap (spin up / spin down): 7.949 / 7.527 eV

5.
The ion C4H5N2S with charge +1 in a non-equilibrium geometry, computed with wB97M-V/def2-TZVPD.

```
12
Properties=species:S:1:pos:R:3
C -0.8368 -0.0101 2.2979
C -0.6425 0.2298 0.8786
C 1.0184 -1.3257 2.3726
C 0.8282 -0.3384 -0.9419
N 0.0203 -0.7623 2.8933
N 0.3466 -0.3870 0.3772
S 2.2972 -2.1717 2.3026
H -1.6541 0.4147 2.8622
H -1.3195 0.9064 0.3615
H 1.8486 -0.7249 -0.9567
H 0.7801 0.6630 -1.3824
H 0.2154 -0.9870 -1.5789
```

Values from the calculation:
DFT total energy: -662.77446 hartree
Molar mass: 113.16 g/mol
Relative energy (zero: lowest compared OMol25 entry of this formula, charge and spin): 7.8 kcal/mol
Spin multiplicity: 1
Net charge: +1
E_HOMO: -14.830 eV
Orbital gap: 7.788 eV

6.
The molecule C4H5N3, computed with wB97M-V/def2-TZVPD.

```
12
Properties=species:S:1:pos:R:3
N -2.1978 0.5077 0.3566
C -1.1142 -0.1555 0.6777
C 0.0100 0.1655 -0.3101
N 1.0149 0.9033 0.4498
C 2.0125 0.1038 0.5121
N 1.9044 -1.1474 -0.1530
C 0.7260 -1.1104 -0.6589
H -2.2895 1.1463 -0.4378
H -3.0195 0.4388 0.9447
H -0.2890 0.7512 -1.2003
H 2.9292 0.3377 1.0457
H 0.3131 -1.9411 -1.2265
```

Values from the calculation:
DFT total energy: -319.59212 hartree
Molar mass: 95.10 g/mol
Relative energy (zero: lowest compared OMol25 entry of this formula, charge and spin): 75.4 kcal/mol
Spin multiplicity: 1
E_HOMO: -8.840 eV
Orbital gap: 9.506 eV

7.
The molecule C4H5N3 in a non-equilibrium geometry, computed with wB97M-V/def2-TZVPD.

```
12
Properties=species:S:1:pos:R:3
C 1.3221 -0.6974 -0.2853
N 0.5020 0.5397 -0.1089
C -0.9250 0.3074 0.2050
C -1.3335 0.6549 1.4926
N -1.6060 0.9752 2.5822
C -1.6673 -0.2638 -0.8301
N -2.2060 -0.7394 -1.7505
H 1.3213 -1.2345 0.6631
H 2.3372 -0.4274 -0.5879
H 0.8378 -1.3029 -1.0525
H 0.5851 1.1140 -0.9543
H 0.8892 1.1025 0.6531
```

Values from the calculation:
DFT total energy: -319.60455 hartree
Molar mass: 95.10 g/mol
Relative energy (zero: lowest compared OMol25 entry of this formula, charge and spin): 67.6 kcal/mol
Spin multiplicity: 1
E_HOMO: -8.056 eV
Orbital gap: 7.925 eV

8.
The molecule C4H5N3, computed with wB97M-V/def2-TZVPD.

```
12
Properties=species:S:1:pos:R:3
N 0.8455 -1.0196 -1.4874
C 0.3069 -0.4304 -0.3427
C -1.0250 -0.6188 0.0411
N -1.6739 0.2638 0.7955
C -0.9403 1.2803 1.2426
N 0.3862 1.2652 1.3185
C 1.0087 0.3502 0.5805
H 0.2455 -0.8733 -2.2939
H 1.7738 -0.6774 -1.7083
H -1.5272 -1.5427 -0.2333
H -1.4595 2.1550 1.6225
H 2.0619 0.1650 0.7792
```

Values from the calculation:
DFT total energy: -319.67094 hartree
Molar mass: 95.10 g/mol
Relative energy (zero: lowest compared OMol25 entry of this formula, charge and spin): 25.9 kcal/mol
Spin multiplicity: 1
E_HOMO: -8.777 eV
Orbital gap: 9.641 eV

9.
The molecule C4H5N3 in a non-equilibrium geometry, computed with wB97M-V/def2-TZVPD.

```
12
Properties=species:S:1:pos:R:3
N -2.0008 1.2731 1.6942
C -1.2910 1.0890 0.7951
C -0.6538 0.2934 -0.2962
C 0.7338 0.5648 -0.9766
N 1.7071 -0.2537 -0.2529
C 1.0254 -1.0517 0.4634
N -0.3620 -0.9917 0.3415
H -1.4418 0.2228 -1.0504
H 0.6780 0.2000 -2.0143
H 1.0560 1.6062 -1.0129
H 1.4621 -1.7850 1.1367
H -0.9131 -1.1672 1.1723
```

Values from the calculation:
DFT total energy: -319.65372 hartree
Molar mass: 95.10 g/mol
Relative energy (zero: lowest compared OMol25 entry of this formula, charge and spin): 36.7 kcal/mol
Spin multiplicity: 1
E_HOMO: -9.666 eV
Orbital gap: 10.316 eV

10.
The molecule C4H5N3 in a non-equilibrium geometry, computed with wB97M-V/def2-TZVPD.

```
12
Properties=species:S:1:pos:R:3
N 2.0447 -0.4986 -0.2458
C 1.1629 -0.1125 0.5897
N 0.3505 -1.1208 1.1192
C -0.7941 -1.0731 0.5563
C -1.0164 -0.0231 -0.4561
C -0.4269 1.2535 -0.0078
N 0.7171 1.2220 0.5636
H 2.4494 0.3486 -0.6473
H 0.0094 -0.4170 -1.1632
H -1.5474 -1.8296 0.7603
H -2.0301 0.0473 -0.8688
H -0.9191 2.2034 -0.2000
```

Values from the calculation:
DFT total energy: -319.60781 hartree
Molar mass: 95.10 g/mol
Relative energy (zero: lowest compared OMol25 entry of this formula, charge and spin): 65.5 kcal/mol
Spin multiplicity: 1
E_HOMO: -10.100 eV
Orbital gap: 10.426 eV

11.
The molecule C4H5N3 in a non-equilibrium geometry, computed with wB97M-V/def2-TZVPD.

```
12
Properties=species:S:1:pos:R:3
C -1.4485 -0.1505 0.4374
N -0.3823 -0.1974 -0.6089
C 0.9789 0.1325 -0.1321
C 1.8932 -0.9207 -0.1115
N 2.6060 -1.8457 -0.1282
C 1.1536 1.4583 0.2685
N 1.2045 2.5830 0.5783
H -1.2140 -0.9082 1.1849
H -2.4240 -0.3331 -0.0209
H -1.4145 0.8400 0.8932
H -0.6458 0.4289 -1.3768
H -0.3391 -1.1365 -1.0135
```

Values from the calculation:
DFT total energy: -319.60456 hartree
Molar mass: 95.10 g/mol
Relative energy (zero: lowest compared OMol25 entry of this formula, charge and spin): 67.6 kcal/mol
Spin multiplicity: 1
E_HOMO: -8.056 eV
Orbital gap: 7.925 eV

12.
A cluster of 2 separate species, C4H5N3 in total in a non-equilibrium geometry, computed with wB97M-V/def2-TZVPD.

```
12
Properties=species:S:1:pos:R:3
C -1.7015 0.8553 0.6963
N 0.0542 -0.4468 -0.9111
C 1.1751 -0.7365 -0.3963
C 2.1821 -1.5034 -1.0984
N 2.9526 -2.0985 -1.7223
C 0.6020 1.5495 1.6770
N -0.4186 1.2608 1.1765
H -1.7378 -0.2220 0.5262
H -1.9144 1.3355 -0.2617
H -2.4276 1.1361 1.4533
H -0.0671 -0.8301 -1.8469
H 1.4183 -0.3768 0.6054
```

Values from the calculation:
DFT total energy: -319.59494 hartree
Molar mass: 95.10 g/mol
Relative energy (zero: lowest compared OMol25 entry of this formula, charge and spin): 73.6 kcal/mol
Spin multiplicity: 1
E_HOMO: -11.292 eV
Orbital gap: 11.018 eV